[1]
Density functional theory data (wB97M-V/def2-TZVPD) for a structure of composition C27H34FeGeN10OS.

LUMO level (alpha / beta) = -2.631 / -2.923 eV
ΔE to the lowest compared entry with this formula, charge and spin = 0.0 kJ/mol
F_max = 0.94 eV/A
Frontier orbital gap (alpha / beta) = 7.361 / 7.426 eV
HOMO (alpha / beta) = -0.3672 / -0.3803 Ha
<S²> = 8.760

Structure (ORCA input):
```
! RIJCOSX wB97M-V def2-TZVPD def2/J DEFGRID3
* xyz 1 6
Fe -0.342 -0.576 0.136
N -2.707 0.848 -3.436
C -2.025 0.689 -2.293
S -0.885 -0.610 -2.230
N -2.259 1.563 -1.342
N -1.522 1.373 -0.233
C -1.558 2.292 0.650
C -0.749 2.137 1.850
C -0.448 3.235 2.649
C 0.341 3.055 3.768
C 0.799 1.779 4.060
C 0.463 0.747 3.202
N -0.292 0.905 2.113
H -2.608 0.183 -4.181
H -3.377 1.596 -3.508
H -2.148 3.192 0.507
H -0.818 4.213 2.374
H 0.600 3.893 4.401
H 1.409 1.584 4.931
H 0.825 -0.249 3.393
C -1.626 -4.717 1.418
Ge -2.342 -3.466 0.076
C -4.235 -3.932 -0.160
C -1.409 -3.851 -1.601
C -2.238 -1.594 0.643
H -2.004 -5.711 1.175
H -1.958 -4.474 2.428
H -0.537 -4.769 1.405
H -4.317 -4.982 -0.446
H -4.675 -3.323 -0.949
H -4.804 -3.777 0.757
H -1.414 -4.929 -1.773
H -0.373 -3.508 -1.566
H -1.897 -3.362 -2.441
H -2.397 -1.429 1.708
H -2.916 -0.953 0.079
C 3.534 1.853 0.636
C 2.456 1.000 0.650
N 1.457 1.064 -0.233
C 1.512 1.996 -1.196
C 2.583 2.904 -1.308
C 3.596 2.805 -0.358
C 2.797 3.885 -2.394
C 2.013 4.486 -3.291
C 0.559 4.512 -3.500
C 0.077 4.781 -4.779
C -1.292 4.794 -4.949
N -2.131 4.601 -3.934
C -1.567 4.390 -2.750
N -0.271 4.309 -2.477
H 4.316 1.762 1.377
H 2.385 0.219 1.397
H 0.694 2.007 -1.904
H 4.442 3.480 -0.411
H 3.849 4.131 -2.497
H 2.537 5.096 -4.020
H 0.751 4.964 -5.604
H -1.738 4.966 -5.922
H -2.248 4.265 -1.920
C 3.380 -3.784 0.241
N 2.384 -3.409 1.246
C 2.322 -4.009 2.462
C 1.374 -3.690 3.368
C 0.432 -2.687 2.994
N 0.527 -2.066 1.824
C 1.471 -2.426 0.932
O 1.496 -1.859 -0.171
N -0.547 -2.316 3.825
H 3.773 -4.768 0.483
H 4.192 -3.059 0.219
H 2.907 -3.805 -0.736
H 3.072 -4.763 2.657
H 1.323 -4.195 4.319
H -0.715 -2.823 4.676
H -1.254 -1.686 3.483
*
```

These are the Löwdin partial charges, in e, on atoms 1 to 2:
1. Fe 0.7346
2. N 0.0991

---

[2]
Density functional theory data (wB97M-V/def2-TZVPD) for a structure of composition C27H34GeIrN2SSe.

LUMO level (alpha / beta) = -6.457 / -8.257 eV
ΔE to the lowest compared entry with this formula, charge and spin = 0.0 kJ/mol
F_max = 1.08 eV/A
Frontier orbital gap (alpha / beta) = 7.262 / 5.459 eV
HOMO (alpha / beta) = -0.5042 / -0.5041 Ha
<S²> = 0.754

Structure (ORCA input):
```
! RIJCOSX wB97M-V def2-TZVPD def2/J DEFGRID3
* xyz 2 2
Ir -0.086 -0.159 -0.119
S 3.633 -2.027 1.575
C 3.975 -1.779 -0.114
C 5.133 -2.097 -0.820
C 5.144 -1.859 -2.180
C 4.018 -1.341 -2.833
C 2.866 -1.036 -2.134
C 2.860 -1.237 -0.754
N 1.795 -0.991 0.117
C 2.072 -1.374 1.353
C 1.046 -1.152 2.347
C 1.149 -1.483 3.695
C 0.090 -1.209 4.540
C -1.059 -0.619 4.031
C -1.171 -0.286 2.684
C -0.118 -0.555 1.818
H 5.990 -2.535 -0.325
H 6.026 -2.102 -2.756
H 4.045 -1.197 -3.904
H 1.985 -0.665 -2.645
H 2.046 -1.952 4.083
H 0.153 -1.458 5.590
H -1.889 -0.412 4.694
H -2.084 0.168 2.324
C -4.756 -1.699 -3.097
Ge -4.811 -2.279 -1.241
C -6.623 -2.500 -0.577
C -3.663 -3.813 -0.912
C -4.065 -0.815 -0.089
Se -2.377 -0.138 -0.799
C -2.940 1.337 -1.921
H -5.174 -2.479 -3.734
H -3.732 -1.517 -3.428
H -5.353 -0.799 -3.247
H -7.141 -3.275 -1.141
H -7.186 -1.573 -0.682
H -6.621 -2.793 0.473
H -3.926 -4.646 -1.563
H -3.762 -4.149 0.120
H -2.619 -3.558 -1.102
H -3.856 -1.196 0.912
H -4.715 0.053 0.025
H -3.502 0.932 -2.758
H -2.037 1.831 -2.270
H -3.544 2.033 -1.344
C 3.424 2.021 1.571
N 3.620 2.161 0.150
C 4.957 2.148 -0.391
C 2.482 2.114 -0.758
C 1.214 2.625 -0.140
C 1.173 4.010 0.054
C 0.102 4.627 0.663
C -0.960 3.836 1.077
C -0.945 2.471 0.859
C 0.130 1.811 0.229
H 4.374 1.828 2.061
H 2.696 1.229 1.756
H 2.979 2.945 1.954
H 5.625 2.709 0.261
H 4.960 2.550 -1.400
H 5.292 1.102 -0.416
H 2.397 1.063 -1.042
H 2.775 2.657 -1.657
H 2.010 4.611 -0.288
H 0.091 5.698 0.809
H -1.813 4.285 1.569
H -1.797 1.900 1.191
*
```

These are the natural (NBO) partial charges, in e, on atoms 1 to 2:
1. Ir 0.6301
2. S 0.5120

---

[3]
Density functional theory data (wB97M-V/def2-TZVPD) for a cluster of 2 separate species, C27H34N4O3 in total.

LUMO level = 0.363 eV
ΔE to the lowest compared entry with this formula, charge and spin = 637.1 kJ/mol
SMILES string = Cc1ccc(C(C)C)c(OC[C@@H](C#N)[C@@H](C#N)CCC(=O)Nc2ccccc2)c1.CNC(C)=O
F_max = 3.50 eV/A
Frontier orbital gap = 8.706 eV
HOMO = -0.3066 Ha

Structure (ORCA input):
```
! RIJCOSX wB97M-V def2-TZVPD def2/J DEFGRID3
* xyz 0 1
C -5.684 4.331 -1.107
C -4.147 4.614 -1.012
C -3.669 5.947 -1.405
C -2.212 6.249 -1.372
C -1.194 5.270 -0.916
C 0.310 5.695 -0.921
C 1.168 5.127 0.284
C 0.513 7.288 -0.913
C -1.682 3.917 -0.515
O -0.761 2.954 -0.100
C -1.190 1.618 -0.356
C -0.015 0.572 -0.328
C 0.902 0.913 -1.559
N 1.487 1.213 -2.498
C 0.828 0.536 1.018
C 0.116 1.163 2.237
N -0.273 1.802 3.107
C 1.102 -1.009 1.397
C 2.619 -1.452 1.177
C 2.816 -2.578 0.031
O 3.841 -2.484 -0.612
N 1.847 -3.650 -0.172
C 2.207 -4.543 -1.275
C 2.354 -4.125 -2.682
C 2.675 -5.076 -3.750
C 2.855 -6.506 -3.443
C 2.744 -6.932 -2.030
C 2.420 -5.963 -0.952
C -3.143 3.625 -0.551
H -6.103 4.891 -1.997
H -5.825 3.240 -1.336
H -6.236 4.606 -0.168
H -4.398 6.737 -1.728
H -1.941 7.283 -1.722
H 0.757 5.333 -1.897
H 0.552 4.966 1.208
H 1.537 4.097 -0.020
H 2.101 5.731 0.463
H 1.545 7.537 -0.523
H -0.196 7.729 -0.144
H 0.365 7.753 -1.922
H -1.744 1.482 -1.331
H -1.946 1.354 0.452
H -0.471 -0.432 -0.584
H 1.824 1.012 0.785
H 0.355 -1.702 0.909
H 0.904 -1.105 2.509
H 3.311 -0.585 0.964
H 3.042 -1.932 2.115
H 0.921 -3.277 -0.438
H 2.195 -3.040 -2.931
H 2.752 -4.740 -4.810
H 3.068 -7.268 -4.227
H 2.883 -8.021 -1.805
H 2.322 -6.360 0.087
H -3.568 2.633 -0.229
C 0.768 -4.817 3.901
N 0.208 -4.186 2.723
C -1.065 -4.263 2.259
C -2.052 -5.097 3.033
O -1.378 -3.662 1.236
H 1.154 -4.037 4.560
H 1.594 -5.459 3.589
H 0.032 -5.410 4.437
H 0.806 -3.611 2.148
H -3.020 -5.058 2.538
H -1.721 -6.136 3.067
H -2.164 -4.703 4.044
*
```

These are the natural (NBO) partial charges, in e, on atoms 1 to 2:
1. C -0.6420
2. C 0.0030